No. 1
Below is a cluster of 18 separate species, C42H124N3O18P in total at a distorted geometry, with properties calculated with the ωB97M-V functional and the def2-TZVPD basis.

Results
Max |F| in eV/Å: 3.0
Highest occupied orbital energy in eV: -9.30
Energy relative to the best compared isomer or geometry (same formula, charge and spin) in kcal/mol: 31.4
LUMO energy in eV: 0.20
HOMO-LUMO gap in eV: 9.50

Geometry as XYZ:
```
188
Properties=species:S:1:pos:R:3:forces:R:3:mulliken_charge:R:1
N 8.008185 22.945779 12.150723 1.6 -0.1 0.8 1.30
H 8.107790 22.387580 11.314904 0.4 0.0 -1.8 -1.96
H 7.125217 22.549063 12.438977 -1.2 0.4 0.6 -0.27
H 8.124503 23.923965 11.927726 -0.5 0.7 0.3 0.36
H 8.771291 22.609113 12.720294 0.4 0.0 0.8 0.68
N 5.438808 22.047853 8.531490 -0.9 0.3 -0.7 4.62
H 5.151367 21.126936 8.232515 -1.0 -0.4 -0.6 -0.26
H 4.799096 22.505521 9.165066 -0.7 0.3 0.1 0.96
H 5.669418 22.586211 7.708630 0.6 0.3 -0.1 0.01
H 6.240565 21.776021 9.082297 1.6 0.8 0.2 -3.03
N 6.141260 18.189422 12.663040 -0.6 -1.1 -0.2 0.50
H 6.453166 17.366256 13.158218 0.1 0.0 0.1 0.43
H 5.622899 17.952763 11.829142 -0.9 -1.1 -0.4 0.22
H 6.879069 18.746877 12.256844 1.7 0.6 0.3 -1.44
H 5.554341 18.832241 13.175313 -0.6 0.6 1.1 0.56
P 6.847510 20.622332 10.866550 -1.2 -0.6 -1.7 -1.57
O 7.866264 19.895240 11.804143 -0.9 0.7 -1.5 1.68
O 5.873709 21.403511 11.783024 0.4 0.4 -0.1 0.38
O 5.947001 19.712935 9.948006 2.0 0.7 1.5 1.01
O 7.575845 21.675914 9.947814 -0.3 -1.4 1.2 2.13
C 2.552416 16.383637 10.269272 0.2 -0.3 -0.7 -1.84
C 3.351096 17.598114 9.827152 0.4 0.7 0.4 1.44
C 2.783963 18.951601 10.217622 -0.7 0.6 0.1 -0.67
O 4.664811 17.539306 10.373332 -0.1 -1.7 0.9 -0.98
H 2.301325 16.324179 11.328286 0.2 0.3 0.0 0.43
H 3.131478 15.505837 9.982480 0.1 -0.1 0.3 0.44
H 1.626584 16.272002 9.704932 -0.1 0.4 0.0 0.30
H 3.575372 17.584327 8.760562 -0.9 -0.2 -0.4 -0.59
H 2.937572 19.206441 11.266215 0.0 -0.5 0.3 0.26
H 1.714432 19.047610 10.030559 -0.1 -0.2 -0.2 0.57
H 3.267059 19.792582 9.720152 0.1 -0.2 -0.4 -0.38
H 5.076403 18.392700 10.218730 0.7 1.1 -0.5 -0.08
C -1.125678 22.948817 8.491288 0.3 -0.1 0.3 -1.53
C -0.104960 22.456783 7.500336 0.1 -0.9 0.6 0.74
C 0.998500 21.640028 8.229839 0.1 1.3 -0.8 0.33
O -0.782050 21.619479 6.579233 0.2 -0.7 -0.6 -0.59
H -0.634027 23.643785 9.172024 -0.4 0.2 0.1 0.31
H -1.462777 22.072557 9.045037 -0.1 0.1 0.2 0.36
H -1.997061 23.379250 7.997795 0.1 0.3 0.1 0.40
H 0.334142 23.282082 6.939832 0.3 0.2 0.2 0.07
H 0.677111 20.804850 8.852169 -0.4 0.1 -0.2 0.49
H 1.500068 22.373610 8.861018 0.1 -0.1 0.3 -0.64
H 1.767775 21.308250 7.532535 -0.1 -0.2 -0.1 -0.30
H -1.282867 22.173424 5.975960 -0.1 -0.1 0.0 0.36
C 10.783424 16.772718 10.192166 0.5 0.7 -0.4 -1.79
C 9.411033 17.423955 10.313937 -1.3 -2.1 -0.4 2.57
C 8.286438 16.403529 9.797381 1.4 0.9 0.2 -1.36
O 9.183298 17.690837 11.682959 0.4 -0.6 -0.1 -0.63
H 11.573357 17.454898 10.506408 -0.1 0.2 0.4 0.41
H 11.067008 16.564799 9.160446 -0.3 -0.3 -0.1 0.38
H 10.892247 15.878484 10.805832 -0.3 -0.1 -0.1 0.36
H 9.312001 18.319147 9.700002 0.3 0.2 0.1 -0.99
H 7.286099 16.834031 9.751780 0.0 0.1 0.4 0.01
H 8.326058 15.535135 10.454983 -0.2 0.0 0.0 0.42
H 8.526925 16.097173 8.779341 0.1 -0.2 -0.1 0.37
H 8.807844 18.573249 11.727587 -0.4 0.5 0.0 -0.10
C 11.392280 24.757575 10.553355 0.7 0.0 1.2 -1.06
C 11.292300 25.627580 9.348745 0.3 0.2 -1.0 1.14
C 12.627557 26.378467 9.018748 -1.3 0.5 0.0 -1.60
O 10.881986 24.880138 8.219722 0.8 0.3 -0.6 -0.62
H 12.226350 24.056002 10.538757 0.1 -0.1 -0.3 0.32
H 10.493662 24.185999 10.785491 -0.2 0.1 -0.2 0.00
H 11.594183 25.440915 11.378210 -0.1 -0.1 0.4 0.46
H 10.458068 26.306463 9.525584 0.2 0.8 0.3 -0.07
H 12.495342 27.078573 8.193850 -0.2 -0.5 -0.5 0.41
H 13.457653 25.710243 8.789594 -0.1 -0.1 0.2 0.35
H 12.880470 27.112854 9.783486 0.2 -0.5 0.6 0.41
H 10.219421 24.246707 8.504978 -0.2 -0.6 -0.1 -0.13
C 10.765026 20.934958 9.523958 0.3 -0.8 -0.6 -0.73
C 10.229554 21.416719 8.157644 -0.3 -0.2 1.4 -0.11
C 9.329704 20.359400 7.574263 0.4 -0.5 -0.6 -0.02
O 9.433627 22.560191 8.407350 0.7 1.6 -1.1 0.81
H 11.378199 20.052280 9.342282 0.5 0.0 0.1 0.53
H 9.962753 20.534527 10.143715 -0.3 0.4 0.0 -0.24
H 11.322541 21.662635 10.113681 0.0 0.1 -0.3 0.12
H 11.028904 21.668572 7.460713 0.0 0.3 0.1 0.66
H 8.722288 20.701857 6.736478 -0.1 0.4 0.2 -0.09
H 8.691932 19.999831 8.381764 -0.1 -0.3 -0.3 -0.97
H 9.953107 19.589452 7.119686 -0.1 -0.5 0.4 0.61
H 8.753357 22.307376 9.035765 -0.8 -0.5 0.7 -0.04
C 1.666389 18.585144 6.033634 0.4 0.0 -0.1 -0.26
C 0.306226 17.967691 6.208708 0.5 -1.3 -1.0 0.59
C 0.409141 16.415631 6.423362 -0.1 1.2 0.3 -1.18
O -0.327170 18.529487 7.291913 -0.9 -0.2 2.1 -0.60
H 2.167220 18.199415 5.145663 0.0 0.1 -0.1 0.46
H 2.288323 18.366143 6.901592 0.1 -0.1 0.1 -0.31
H 1.599566 19.671890 5.982502 0.0 0.1 -0.3 -0.06
H -0.324307 18.154912 5.339530 0.1 -0.1 -0.5 0.28
H 0.971563 15.892708 5.649832 -0.1 0.3 -0.3 0.36
H -0.591319 15.991447 6.508448 0.1 -0.1 0.0 0.38
H 0.959030 16.247679 7.349379 -0.1 0.0 0.2 0.09
H -0.332824 19.489257 7.271525 0.0 0.2 -0.5 0.20
C 6.728476 20.858016 15.037741 0.9 0.7 1.3 -1.68
C 5.225381 20.911092 14.999595 -0.8 1.0 -1.9 0.32
C 4.627382 22.360369 14.997906 0.4 -1.7 1.1 -0.99
O 4.788252 20.351840 13.749993 -1.2 -2.0 1.9 -0.72
H 7.184242 19.937294 15.401934 -0.4 -0.4 -0.5 0.27
H 7.107041 21.549239 15.790737 -0.1 0.4 0.2 0.60
H 7.217654 21.172364 14.115802 -0.3 -0.3 -0.1 0.58
H 4.749327 20.345455 15.800558 0.1 -0.1 0.0 0.48
H 3.581271 22.269379 14.705536 0.2 0.2 -0.3 0.18
H 5.211343 23.000444 14.336540 -0.2 0.2 0.2 -0.04
H 4.607691 22.642648 16.050529 0.3 0.8 -0.1 0.54
H 5.193662 20.809001 13.009558 0.7 0.9 -1.0 0.22
C 7.948509 25.137390 6.085152 0.9 0.0 -0.1 -0.83
C 7.626521 23.756128 5.543506 -0.1 0.8 -0.9 0.73
C 8.754616 23.142012 4.705733 -0.5 1.2 -0.2 -1.59
O 7.325384 22.910777 6.584617 -1.2 -1.1 0.9 -0.01
H 8.191395 25.808815 5.261566 0.1 0.1 0.1 0.50
H 8.822739 25.005770 6.722733 0.3 0.4 0.0 0.20
H 7.189766 25.618397 6.702448 -0.4 -0.4 -0.2 -0.32
H 6.724816 23.867029 4.941241 -0.1 -0.3 -0.3 0.27
H 8.481601 22.164883 4.307258 0.0 0.1 0.0 0.34
H 9.692847 23.094719 5.258522 0.0 -0.1 0.2 0.22
H 8.893963 23.871441 3.907850 0.3 -0.3 -0.4 0.53
H 8.159982 22.752639 7.031872 0.4 -0.2 0.8 -0.83
C 2.419692 23.003798 3.285677 0.2 -0.6 -0.3 -1.72
C 2.444692 23.547716 4.705534 0.8 -1.9 0.0 1.29
C 3.714064 23.293826 5.545735 -0.5 0.1 -0.9 0.35
O 2.292750 24.910788 4.615332 -1.0 1.7 0.3 -0.44
H 1.386803 22.875919 2.961801 -0.2 0.2 -0.1 0.47
H 2.846075 22.005641 3.185799 0.2 0.0 0.1 0.32
H 2.903593 23.693973 2.594584 0.2 -0.1 0.0 0.39
H 1.591984 23.065792 5.183800 -0.1 0.1 0.6 -0.82
H 3.941766 22.228141 5.521895 0.1 0.1 0.3 -0.11
H 3.577257 23.683818 6.554335 -0.1 -0.3 0.1 -0.39
H 4.540263 23.861996 5.118323 0.1 -0.1 -0.1 0.14
H 1.453312 25.073754 4.179018 -0.1 0.4 -0.1 0.33
C 6.460542 17.733845 6.954354 -0.3 0.2 0.5 -1.05
C 5.931753 19.099940 6.597560 0.7 1.2 -2.0 2.44
C 5.371985 19.202844 5.180267 -0.3 -0.6 0.3 -1.51
O 4.963808 19.624256 7.478047 -0.8 -0.8 -0.4 0.14
H 5.607368 17.102518 7.202611 0.1 -0.3 0.1 0.13
H 7.106945 17.857992 7.823177 -0.1 -0.3 0.1 -0.18
H 7.029336 17.253061 6.158475 0.0 0.2 -0.1 0.57
H 6.755044 19.813290 6.560017 0.4 0.0 0.4 -1.12
H 6.168955 19.088395 4.445521 0.0 0.0 0.0 0.37
H 4.881740 20.163300 5.021282 0.0 0.0 0.0 0.03
H 4.649036 18.400178 5.034828 -0.2 0.0 -0.2 0.37
H 5.227440 19.373218 8.366346 0.4 -0.2 0.9 -0.95
C 5.035760 28.079033 7.014350 0.0 0.0 0.4 -1.67
C 4.359746 26.730942 6.695620 -0.9 1.0 -0.3 2.21
C 2.935342 26.599139 7.327086 1.0 -0.4 0.0 -1.04
O 4.243027 26.657403 5.271106 0.7 0.3 0.6 -0.67
H 6.119065 28.152144 6.918351 0.1 -0.6 -0.6 0.35
H 4.913504 28.359484 8.060531 -0.5 0.0 0.1 0.30
H 4.627086 28.860413 6.373631 -0.2 0.0 0.1 0.42
H 4.962711 25.901535 7.065237 0.2 -0.2 0.1 -0.86
H 2.970585 26.672005 8.414080 0.1 0.3 0.1 0.25
H 2.596443 25.582611 7.127288 -0.3 0.1 -0.1 0.05
H 2.217551 27.309779 6.917386 0.1 0.1 0.0 0.38
H 3.518820 26.065988 5.053484 -0.2 -0.3 -0.1 0.32
C 7.025369 25.203942 9.879772 0.0 0.1 1.4 0.53
C 7.197162 26.167842 11.072393 -2.0 1.2 -1.0 0.32
C 5.876787 26.493433 11.817868 -0.2 0.4 0.1 -1.32
O 8.094363 25.692323 11.987930 1.9 -1.8 1.3 -0.65
H 6.497869 24.298245 10.179054 -0.3 0.0 0.1 -0.59
H 8.000542 24.853824 9.541306 0.0 0.4 -0.5 -0.46
H 6.424420 25.747776 9.150943 0.3 -0.3 -0.3 0.34
H 7.636362 27.080793 10.670248 -0.3 0.4 -0.2 0.42
H 5.341897 25.650587 12.255593 0.3 -0.5 -0.3 0.03
H 5.116761 27.050157 11.269660 0.2 0.0 -0.5 0.31
H 6.084497 27.118406 12.686408 0.3 0.2 0.0 0.49
H 8.400350 26.323109 12.643734 -0.3 0.2 -0.2 0.32
C 11.858057 20.596888 14.030378 0.2 0.0 -1.1 -1.70
C 10.567997 19.989877 13.465605 1.8 -0.2 2.2 1.15
C 9.909898 19.161871 14.523781 -0.7 -1.1 0.5 -0.99
O 9.690054 21.006022 13.176567 0.2 1.8 -0.4 -0.96
H 11.785934 21.076637 15.006460 -0.3 -0.1 0.0 0.36
H 12.160686 21.344940 13.297617 0.3 0.2 0.1 0.40
H 12.641679 19.839384 14.045309 0.0 0.0 0.2 0.41
H 10.822883 19.382844 12.596904 -0.1 0.0 -0.2 -0.24
H 8.945305 18.820820 14.147828 0.0 -0.3 -0.1 -0.11
H 9.665872 19.740674 15.414587 0.3 0.3 0.0 0.30
H 10.475192 18.290626 14.854629 0.1 -0.1 -0.2 0.49
H 9.003304 20.556932 12.678276 -1.1 0.0 -0.6 -0.46
C 2.357910 24.637994 11.089316 0.4 0.4 0.1 -1.09
C 3.163784 23.476253 11.708788 -0.9 0.0 -1.3 1.47
C 2.217890 22.372395 12.200321 0.5 0.3 0.7 -1.46
O 4.020074 22.955731 10.665776 -1.2 1.1 0.3 -0.37
H 1.824003 24.317938 10.194559 -0.2 -0.4 0.2 -0.12
H 2.934338 25.488306 10.724888 0.7 -0.2 0.1 -0.02
H 1.669943 25.120253 11.783750 -0.2 -0.5 0.2 0.52
H 3.807996 23.783681 12.532545 -0.1 0.3 0.1 -0.21
H 1.650067 22.723020 13.062157 -0.3 0.3 -0.1 0.47
H 2.801001 21.565514 12.644174 0.1 -0.3 -0.5 0.18
H 1.524207 22.010336 11.441492 0.2 0.0 -0.1 0.00
H 4.609943 22.357207 11.129896 1.0 -0.9 0.3 -0.77
```
Forces are in eV/Å.


No. 2
Below is a structure of composition BrCuO2V at a distorted geometry, with properties calculated with the ωB97M-V functional and the def2-TZVPD basis.

Results
Max |F| in eV/Å: 4.9
Spin multiplicity: 2
Charge: +2
Highest occupied orbital energy (spin up / spin down) in eV: -20.48 / -20.26
Energy relative to the best compared isomer or geometry (same formula, charge and spin) in kcal/mol: 6.0
LUMO energy (spin up / spin down) in eV: -11.03 / -14.32
HOMO-LUMO gap (spin up / spin down) in eV: 9.46 / 5.93

Geometry as XYZ:
```
5
Properties=species:S:1:pos:R:3:forces:R:3:mulliken_charge:R:1
O 0.966989 -1.820014 2.114875 -0.6 3.1 -2.8 -0.38
V 0.812218 -0.646900 1.027516 2.0 -4.5 0.1 1.57
O 1.364852 -1.235731 -0.360247 -1.3 1.4 2.9 -0.40
Cu -2.233466 2.615912 -2.403217 -0.1 0.0 -0.1 0.92
Br -0.910592 1.086734 -0.378928 0.0 -0.1 0.0 0.29
```
Forces are in eV/Å.